Record 1
DFT (ωB97M-V with the def2-TZVPD basis set) results for C45H51N3O6Pt as an isolated structure.

- energy relative to the best compared isomer or geometry (same formula, charge and spin) (kJ/mol) = 0.00
- HOMO (spin up / spin down) (eV) = -13.261 / -13.261
- HOMO-LUMO gap (spin up / spin down) (eV) = 5.017 / 5.019
- max |F| (eV/A) = 0.5
- total charge = +2
- DFT total energy (eV) = -67479.0952

Geometry (Å):
1 Pt 1.38083 0.19769 -0.43080
2 C -4.99555 -0.25088 -1.77049
3 C -3.72155 0.30694 -2.36080
4 C -3.90754 0.92130 -3.72773
5 O -3.17911 1.27557 -1.44527
6 C -1.81215 0.98341 -1.28176
7 C -1.86479 -0.54617 -1.34763
8 O -2.71410 -0.71598 -2.45952
9 C -0.56664 -1.33493 -1.47012
10 O 0.04989 -1.16623 -0.18170
11 C 0.43600 -0.77947 -2.48458
12 C 0.05831 -0.10061 -3.66198
13 C 0.99614 0.20566 -4.61785
14 C 2.35075 -0.12496 -4.43739
15 C 2.75272 -0.78838 -3.30422
16 C 1.79579 -1.13731 -2.33596
17 C -0.81991 -2.80514 -1.74405
18 C -0.75052 -3.73202 -0.71213
19 C -0.99788 -5.07523 -0.96560
20 C -1.30911 -5.49637 -2.24856
21 C -1.38673 -4.56900 -3.27931
22 C -1.14441 -3.22796 -3.02993
23 C -1.17975 1.74128 -0.09437
24 O 0.24794 1.80082 -0.34612
25 C -1.50288 1.31620 1.32488
26 C -0.77741 1.89450 2.36465
27 C -1.04811 1.57538 3.68413
28 C -2.07758 0.69582 3.99038
29 C -2.86330 0.18553 2.96818
30 C -2.58783 0.50124 1.64440
31 C -1.59042 3.23334 -0.24661
32 C -0.81684 4.17107 -0.92184
33 C -1.25730 5.48234 -1.05261
34 C -2.47816 5.86399 -0.52355
35 C -3.25733 4.92574 0.13928
36 C -2.81459 3.62216 0.28878
37 H -5.65554 0.56677 -1.48319
38 H -4.77327 -0.85621 -0.89129
39 H -5.50725 -0.87662 -2.50035
40 H -4.74338 1.61903 -3.71581
41 H -4.11247 0.14027 -4.45939
42 H -3.00939 1.46708 -4.02271
43 H -1.24812 1.37523 -2.13976
44 H -2.31108 -0.94711 -0.43856
45 H -0.98982 0.09508 -3.84348
46 H 0.68176 0.68411 -5.53655
47 H 3.06805 0.11154 -5.21256
48 H 3.77999 -1.09792 -3.17482
49 H 2.07316 -1.86607 -1.56694
50 H -0.52382 -3.40564 0.29507
51 H -0.94877 -5.79152 -0.15639
52 H -1.49817 -6.54259 -2.44664
53 H -1.64064 -4.89066 -4.28044
54 H -1.22758 -2.51274 -3.83891
55 H -0.02553 2.63621 2.13213
56 H -0.46963 2.02191 4.48251
57 H -2.28096 0.43715 5.02046
58 H -3.70638 -0.45186 3.20027
59 H -3.25235 0.14959 0.87223
60 H 0.13392 3.89374 -1.34640
61 H -0.64228 6.20521 -1.57255
62 H -2.82284 6.88405 -0.62462
63 H -4.21632 5.20957 0.55192
64 H -3.43329 2.90917 0.81519
65 C 5.14421 3.43239 -2.76729
66 N 4.69216 2.44922 -1.77352
67 C 5.68411 1.86317 -0.86634
68 C 3.42339 2.12285 -1.65932
69 C 2.41780 2.72274 -2.58370
70 O 3.09175 1.33679 -0.70900
71 H 6.19580 3.63561 -2.59511
72 H 4.59556 4.36685 -2.66877
73 H 5.02529 3.04699 -3.77858
74 H 6.66365 1.94045 -1.32788
75 H 5.44942 0.81833 -0.68490
76 H 5.69394 2.39327 0.08572
77 H 2.75261 2.67104 -3.61690
78 H 2.28707 3.77839 -2.33477
79 H 1.45689 2.22054 -2.48028
80 C -1.35016 -3.90639 4.90084
81 C 0.05768 -3.70709 5.43950
82 N 0.88601 -2.85240 4.57317
83 C 1.92447 -3.48038 3.76401
84 C 1.37774 -4.25337 2.57179
85 C 0.65027 -1.53352 4.61887
86 O -0.15136 -0.99705 5.36566
87 C 1.40782 -0.61105 3.68791
88 C 2.13349 0.44062 4.23652
89 C 2.65618 1.41967 3.40563
90 C 2.41249 1.34471 2.05104
91 N 1.72213 0.32034 1.54219
92 C 1.21436 -0.63765 2.32503
93 H -1.90349 -4.57843 5.55614
94 H -1.33426 -4.34600 3.90258
95 H -1.88232 -2.95720 4.86095
96 H 0.57823 -4.66001 5.53234
97 H 0.02061 -3.24579 6.42566
98 H 2.48135 -4.15655 4.41535
99 H 2.63346 -2.71665 3.44328
100 H 0.77458 -5.10145 2.89547
101 H 2.19660 -4.64115 1.96528
102 H 0.74792 -3.61877 1.94253
103 H 2.25056 0.50182 5.31110
104 H 3.21734 2.25519 3.79885
105 H 2.75298 2.09380 1.35303
106 H 0.60677 -1.39005 1.83534

=====

Record 2
DFT (ωB97M-V with the def2-TZVPD basis set) results for C45H51NO24S as an isolated structure at a distorted geometry.

- HOMO (eV) = -9.800
- HOMO-LUMO gap (eV) = 8.085
- max |F| (eV/A) = 1.9
- DFT total energy (eV) = -108953.8315

Geometry (Å):
1 C -4.23969 -0.47777 3.38455
2 C -5.49934 0.25135 2.86795
3 C -5.36258 0.74375 1.41256
4 C -4.81130 2.17682 1.29742
5 C -3.28208 2.30285 1.26202
6 C -2.66412 2.20956 -0.14674
7 C -2.33137 0.79753 -0.64124
8 C -1.05317 0.13926 -0.05033
9 C -0.13497 1.04181 0.79302
10 C 0.86919 1.87896 -0.01331
11 C 2.01727 2.28986 0.93157
12 C 2.75492 3.56334 0.49927
13 C 3.54128 4.10036 1.70885
14 O 4.93856 4.39369 1.45314
15 S 5.18207 5.97060 1.69560
16 O 5.79479 6.21949 2.95663
17 O 5.81811 6.51490 0.55059
18 O 3.63278 6.41925 1.77896
19 C 3.02879 5.29553 2.47236
20 C 1.55741 5.39601 2.84639
21 N 1.42396 5.36608 4.31414
22 H -4.34200 -1.56060 3.34274
23 H -3.36627 -0.22620 2.78217
24 H -4.06738 -0.20142 4.42641
25 H -5.78086 1.06578 3.53682
26 H -6.32431 -0.46560 2.87300
27 H -4.77536 0.00719 0.86202
28 H -6.36972 0.73962 0.98533
29 H -5.25249 2.70302 0.44817
30 H -5.16108 2.70284 2.19153
31 H -2.78007 1.60067 1.92940
32 H -3.03849 3.30190 1.64252
33 H -1.79161 2.86054 -0.23294
34 H -3.39048 2.62558 -0.85411
35 H -3.16750 0.12389 -0.43874
36 H -2.26383 0.83656 -1.72537
37 H -0.45145 -0.19887 -0.89604
38 H -1.29266 -0.74298 0.54740
39 H 0.48947 0.36469 1.39038
40 H -0.66453 1.65868 1.52110
41 H 1.31936 1.25749 -0.79111
42 H 0.40600 2.76898 -0.44503
43 H 2.70259 1.46651 1.12823
44 H 1.53486 2.51749 1.89198
45 H 2.06660 4.33155 0.14418
46 H 3.51285 3.29534 -0.23981
47 H 3.57234 3.27495 2.42565
48 H 3.52553 5.22171 3.44661
49 H 0.95851 4.57912 2.44990
50 H 1.16456 6.35850 2.50237
51 H 0.51024 5.02357 4.57486
52 H 1.57409 6.28323 4.71131
53 C 6.83818 0.51151 1.61825
54 C 7.72365 -0.43979 1.29047
55 C 7.44230 -1.89805 1.52628
56 O 8.28319 -2.70814 1.18699
57 C 6.17949 -2.26333 2.15086
58 C 5.29866 -1.31137 2.48007
59 C 5.57059 0.14272 2.22125
60 O 4.71659 0.95521 2.53180
61 O 4.12673 -1.58299 3.05080
62 O 8.89961 -0.16610 0.73893
63 H 7.02785 1.56319 1.45259
64 H 5.99306 -3.31278 2.32986
65 H 3.68058 -0.72316 3.18003
66 H 9.34122 -1.02644 0.60241
67 C 2.05003 1.34348 -5.53315
68 C 1.40958 1.63472 -4.39333
69 C 0.17709 0.88905 -3.96412
70 O -0.33803 1.20095 -2.90475
71 C -0.33393 -0.15608 -4.83113
72 C 0.30465 -0.44709 -5.97408
73 C 1.55152 0.28187 -6.39226
74 O 2.08472 -0.04890 -7.43461
75 O -0.11208 -1.38410 -6.80974
76 O 1.81398 2.59332 -3.56536
77 H 2.93784 1.87179 -5.85079
78 H -1.23032 -0.67394 -4.51873
79 H 0.52678 -1.38675 -7.54935
80 H 1.18065 2.59266 -2.82090
81 C -5.27259 0.35662 -9.20809
82 C -5.05526 1.50612 -9.86061
83 C -3.69251 2.13863 -9.91928
84 O -3.56666 3.17367 -10.54604
85 C -2.59836 1.48248 -9.22068
86 C -2.81665 0.33500 -8.56592
87 C -4.17346 -0.31031 -8.52929
88 O -4.29159 -1.36224 -7.92846
89 O -1.85519 -0.31193 -7.90587
90 O -6.01816 2.16380 -10.49816
91 H -6.24740 -0.10776 -9.16119
92 H -1.62637 1.95474 -9.25576
93 H -2.28226 -1.10580 -7.53090
94 H -5.59412 2.95486 -10.88331
95 C -1.57685 -2.68363 5.63686
96 C -1.37192 -2.83795 4.31994
97 C -0.00077 -2.71309 3.71366
98 O 0.11568 -2.88327 2.51349
99 C 1.11229 -2.39197 4.59088
100 C 0.90701 -2.23498 5.90539
101 C -0.45898 -2.38507 6.51625
102 O -0.56633 -2.24526 7.72055
103 O 1.88443 -1.93879 6.75493
104 O -2.35222 -3.10940 3.46948
105 H -2.55690 -2.77239 6.08410
106 H 2.09000 -2.29083 4.14197
107 H 1.46691 -1.88445 7.63650
108 H -1.93565 -3.17684 2.58619
109 C -1.06558 -8.37865 0.79729
110 C -1.74358 -7.23702 0.62278
111 C -1.78417 -6.17116 1.68130
112 O -2.40597 -5.15034 1.44423
113 C -1.08580 -6.41362 2.93145
114 C -0.41000 -7.55661 3.10840
115 C -0.34649 -8.61245 2.03936
116 O 0.30135 -9.61701 2.26418
117 O 0.24595 -7.83626 4.22850
118 O -2.42093 -6.96628 -0.48862
119 H -1.02725 -9.15094 0.04227
120 H -1.13720 -5.64831 3.69275
121 H 0.64583 -8.71741 4.09368
122 H -2.81384 -6.08229 -0.35678

=====

Record 3
DFT (ωB97M-V with the def2-TZVPD basis set) results for C45H52BBrCl2F4N8PRbSSi4Te as an isolated structure.

- energy relative to the best compared isomer or geometry (same formula, charge and spin) (kJ/mol) = 50.70
- HOMO (spin up / spin down) (eV) = -4.799 / -5.802
- spin multiplicity = 2
- HOMO-LUMO gap (spin up / spin down) (eV) = 6.407 / 7.351
- max |F| (eV/A) = 0.6
- total charge = -1
- DFT total energy (eV) = -225655.2673

Geometry (Å):
1 Rb -1.07394 1.01376 -1.12714
2 C -3.44491 4.19069 -1.85447
3 C -3.95472 3.09547 -1.13621
4 N -3.76535 1.95923 -1.78849
5 N -3.12151 2.28806 -2.93167
6 C -2.93199 3.62422 -2.99642
7 B -2.66999 1.22902 -3.98250
8 N -1.11707 1.17864 -4.07444
9 C -0.29440 2.23169 -4.31630
10 C 1.00247 1.78709 -4.28153
11 C 0.87740 0.41317 -4.01831
12 N -0.38976 0.04855 -3.89594
13 N -3.24506 -0.14508 -3.63250
14 C -4.21704 -0.80537 -4.29741
15 C -4.48795 -1.96622 -3.61179
16 C -3.61312 -1.92187 -2.51112
17 N -2.87269 -0.82989 -2.52955
18 N -3.18436 1.67288 -5.36487
19 C -2.62875 1.36735 -6.55947
20 C -3.49387 1.77996 -7.54509
21 C -4.57537 2.33467 -6.83447
22 N -4.38785 2.26101 -5.52739
23 H -3.47375 5.23433 -1.59242
24 H -4.45748 3.09249 -0.18103
25 H -2.49514 4.08969 -3.86290
26 H -0.67727 3.21862 -4.50824
27 H 1.90074 2.36828 -4.39310
28 H 1.66264 -0.31358 -3.89391
29 H -4.64912 -0.39980 -5.19688
30 H -5.20589 -2.72639 -3.86641
31 H -3.48808 -2.63791 -1.71261
32 H -1.66899 0.88026 -6.61420
33 H -3.36101 1.70299 -8.61047
34 H -5.47637 2.78676 -7.21971
35 Cl -2.82074 -0.07786 1.44609
36 C -1.99863 -0.00677 2.96921
37 C -2.10963 1.16255 3.70086
38 C -1.49470 1.24964 4.93818
39 C -0.76593 0.18190 5.43115
40 C -0.65085 -0.97307 4.67414
41 Cl 0.29450 -2.26543 5.34567
42 C -1.26244 -1.10763 3.42327
43 S -1.19823 -2.63242 2.51489
44 H -2.67340 1.99194 3.29558
45 H -1.57612 2.15722 5.52150
46 H -0.26631 0.23990 6.38734
47 F 3.69471 6.55917 -1.87016
48 C 2.88188 5.83246 -1.09312
49 C 2.40449 6.38094 0.08365
50 F 2.75179 7.63182 0.42570
51 C 1.57469 5.63594 0.90100
52 F 1.16209 6.22560 2.04159
53 C 1.19177 4.34307 0.56154
54 P 0.05407 3.29813 1.55687
55 C -1.16457 4.53804 2.14314
56 C -1.65050 4.59063 3.44682
57 C -2.69326 5.44425 3.78525
58 C -3.26979 6.25878 2.82371
59 C -2.79899 6.20873 1.51768
60 C -1.76457 5.35280 1.18090
61 C 1.05474 2.87105 3.03111
62 C 1.48753 1.54822 3.10546
63 C 2.27223 1.11916 4.16763
64 C 2.61898 2.00670 5.17417
65 C 2.19830 3.33000 5.10617
66 C 1.43043 3.76325 4.03620
67 C 1.69451 3.81575 -0.62055
68 Br 2.43073 1.33414 -0.51346
69 C 2.52951 4.53437 -1.42886
70 F 3.03555 4.03409 -2.57295
71 H -1.20622 3.96595 4.21020
72 H -3.05201 5.47264 4.80707
73 H -4.08091 6.92605 3.08582
74 H -3.24564 6.83682 0.75662
75 H -1.41686 5.31166 0.15445
76 H 1.22999 0.85539 2.31127
77 H 2.60838 0.09029 4.20584
78 H 3.22608 1.67340 6.00725
79 H 2.48165 4.03074 5.88217
80 H 1.12588 4.80006 3.97956
81 C 1.23334 -7.44569 0.17603
82 Si 0.21517 -5.86837 -0.00041
83 C -0.41821 -5.73207 -1.76156
84 C -1.24640 -5.94944 1.17256
85 Si 1.61901 -4.06146 0.49259
86 Te 0.23382 -1.97506 0.65700
87 Si 2.97681 -3.52793 -1.35102
88 C 3.85485 -5.12555 -1.82914
89 C 1.92601 -2.94371 -2.78573
90 C 4.23082 -2.22765 -0.86666
91 Si 2.83497 -4.29257 2.48054
92 C 4.36924 -5.33278 2.14489
93 C 1.78409 -5.16220 3.77313
94 C 3.32824 -2.58866 3.07798
95 H 0.63245 -8.32020 -0.08782
96 H 1.58622 -7.57903 1.20112
97 H 2.10836 -7.42931 -0.47724
98 H -1.16738 -6.50396 -1.95729
99 H 0.39008 -5.85808 -2.48484
100 H -0.88108 -4.75922 -1.94169
101 H -1.81947 -6.86360 0.99529
102 H -1.91392 -5.09861 1.01957
103 H -0.93177 -5.93838 2.21782
104 H 3.13634 -5.88712 -2.14144
105 H 4.43039 -5.52908 -0.99306
106 H 4.54333 -4.95582 -2.66116
107 H 1.24460 -3.72230 -3.13085
108 H 2.57005 -2.66278 -3.62385
109 H 1.31363 -2.07834 -2.52595
110 H 4.85693 -2.56675 -0.03726
111 H 3.74855 -1.29283 -0.56835
112 H 4.88635 -2.00409 -1.71291
113 H 4.10408 -6.30840 1.73038
114 H 4.92926 -5.50111 3.06870
115 H 5.03446 -4.83663 1.43491
116 H 1.54439 -6.18419 3.47011
117 H 0.84502 -4.62721 3.92731
118 H 2.31302 -5.20873 4.72931
119 H 3.91168 -2.05277 2.32545
120 H 3.91479 -2.64433 3.99936
121 H 2.43335 -1.99682 3.27560

=====

Record 4
DFT (ωB97M-V with the def2-TZVPD basis set) results for C45H52BrN3O2SiSn as an isolated structure.

- HOMO (eV) = -6.901
- HOMO-LUMO gap (eV) = 6.338
- max |F| (eV/A) = 0.7
- DFT total energy (eV) = -139821.6691

Geometry (Å):
1 Sn 0.02936 -0.23204 2.06771
2 C -1.99367 -2.92206 -3.28311
3 C -1.16653 -4.19840 -3.15297
4 C -1.59847 -4.99158 -1.91774
5 C 0.30333 -3.87298 -3.04141
6 C 1.32169 -4.96570 -2.97349
7 C 2.65266 -4.79028 -2.92508
8 C 3.51106 -3.58139 -2.80075
9 C 3.24305 -2.48340 -2.08273
10 C 4.10548 -1.27588 -1.85916
11 C 5.25971 -1.14600 -2.84364
12 C 4.61274 -1.28490 -0.40851
13 C 1.89334 -2.49917 -1.44425
14 N 0.97589 -1.40748 -1.80638
15 C -0.09054 0.59638 -1.31399
16 C -0.41401 1.59157 -0.41904
17 N -0.46552 1.51858 0.96849
18 C -1.18215 2.57833 1.60014
19 C -2.59225 2.57137 1.55355
20 C -3.28931 3.65861 2.06290
21 C -2.62069 4.72374 2.64519
22 C -1.24338 4.68150 2.75008
23 C -0.49667 3.62003 2.23947
24 C 1.01911 3.76253 2.37012
25 C 1.58511 4.54979 1.17971
26 C 1.84243 2.48587 2.56738
27 C -3.37516 1.40688 0.97298
28 C -4.10505 1.80019 -0.31517
29 C -4.35305 0.83961 2.00925
30 C -0.68828 2.81753 -1.22977
31 C -1.06223 4.11312 -0.96333
32 C -1.16557 5.03588 -2.03441
33 C -0.92061 4.68734 -3.33475
34 C -0.55199 3.35542 -3.64904
35 C -0.26819 2.82842 -4.93510
36 C 0.06293 1.50796 -5.05971
37 C 0.15167 0.62315 -3.95349
38 C -0.09003 1.10939 -2.69013
39 C -0.45245 2.47465 -2.57816
40 H -3.05518 -3.17039 -3.32115
41 H -1.73170 -2.37276 -4.18731
42 H -1.82723 -2.26897 -2.42145
43 H -1.31542 -4.81176 -4.04839
44 H -1.57500 -4.34741 -1.03801
45 H -0.94709 -5.84793 -1.73030
46 H -2.61647 -5.36327 -2.04356
47 H 0.94891 -5.97755 -3.09188
48 H 3.23671 -5.70423 -3.00085
49 H 4.47665 -3.66884 -3.29091
50 H 3.44413 -0.40976 -1.97534
51 H 5.97154 -1.96759 -2.72863
52 H 5.79417 -0.21265 -2.66240
53 H 4.89929 -1.13643 -3.87342
54 H 5.27005 -2.14210 -0.24355
55 H 3.78346 -1.34654 0.29968
56 H 5.17432 -0.37421 -0.19315
57 H -4.37141 3.67654 1.99904
58 H -3.17164 5.57118 3.03293
59 H -0.72154 5.49493 3.24339
60 H 1.17253 4.37056 3.26659
61 H 1.42778 4.00175 0.24996
62 H 2.65909 4.70662 1.30881
63 H 1.10117 5.52373 1.08826
64 H 1.94185 1.93313 1.63419
65 H 1.39266 1.83447 3.32533
66 H 2.84558 2.75397 2.90578
67 H -2.67665 0.60813 0.71951
68 H -4.83432 2.59045 -0.11989
69 H -4.63707 0.93953 -0.72686
70 H -3.40238 2.16062 -1.06719
71 H -5.15451 1.54808 2.22798
72 H -3.83373 0.61254 2.94354
73 H -4.80801 -0.07922 1.63308
74 H -1.28393 4.45858 0.03496
75 H -1.45529 6.05400 -1.80491
76 H -1.01458 5.42373 -4.12493
77 H -0.32343 3.46881 -5.80758
78 H 0.27541 1.10916 -6.04478
79 H 0.40832 -0.40194 -4.14013
80 Br -1.64009 -4.27559 1.86626
81 C 0.15235 -4.27368 1.20347
82 C 1.03870 -5.20071 1.71027
83 C 2.32128 -5.17864 1.18542
84 C 2.62847 -4.27627 0.18724
85 C 1.64870 -3.38943 -0.26214
86 N 0.42567 -3.38529 0.27256
87 C 0.79866 -2.61615 -2.46859
88 O 0.84925 -2.78017 -3.84039
89 O 0.13087 -0.72834 -0.90333
90 H 0.73675 -5.90307 2.47339
91 H 3.06825 -5.87443 1.54493
92 H 3.61252 -4.25587 -0.25553
93 C -1.63571 2.08626 5.05650
94 Si -0.99481 0.39159 4.49968
95 C -2.36643 -0.84883 5.00429
96 C 0.43554 0.05231 5.71973
97 H -1.93034 2.02876 6.10854
98 H -2.50115 2.40994 4.47274
99 H -0.87066 2.85952 4.95938
100 H -1.99401 -1.55471 5.75078
101 H -2.72814 -1.43736 4.15637
102 H -3.22432 -0.32502 5.43169
103 H 0.07839 0.12066 6.75066
104 H 1.24665 0.77674 5.59785
105 H 0.86280 -0.94577 5.58010